# 1
This record from OMol25 describes C46H40AsBrF5LaN4O5PS as an isolated structure. The level of theory is ωB97M-V/def2-TZVPD.

The total charge is -1. The calculation puts the HOMO-LUMO gap at 0.2284 Eh. The LUMO energy comes out at 2.145 eV. Its HOMO energy is -4.1 eV. The calculation puts the energy at -8452.4428 a.u. The calculation puts the energy above the lowest of the compared OMol25 structures with the same formula, charge and spin at 0.0 kcal per mole.

Cartesian coordinates (Å):
La (0.8097, -1.2322, -2.4895)
H (-2.0159, -0.4798, 0.1613)
C (-1.6901, 3.7561, 4.9825)
C (-0.8432, 2.4371, 0.9308)
H (-0.9924, -0.6357, -5.9657)
C (-2.6753, -2.5831, -3.4632)
H (1.2150, -0.2035, 2.9725)
S (-2.1371, -1.5001, -2.2021)
C (-4.4720, -3.8003, -4.5774)
H (2.7465, -0.1888, 1.4991)
H (-1.4797, -3.2871, -0.3121)
C (3.2643, -2.1881, -0.3353)
H (-0.7439, 3.3029, 0.2700)
C (1.0108, -4.6135, -1.2971)
H (-2.7441, 1.2853, 4.5084)
C (-0.6146, 2.8272, 2.3815)
H (5.4429, 3.1242, 1.5452)
C (0.2860, 0.1895, -4.4594)
C (-5.4665, 0.6528, 2.5975)
C (2.8437, 4.7491, -3.7765)
C (3.4574, 3.5391, 0.8415)
H (0.2811, -6.4065, -0.3938)
C (-4.4527, 2.7387, 1.9701)
H (0.3046, 3.4068, 2.4810)
N (1.8527, -3.2047, -2.9219)
F (-0.5063, -2.8559, -4.3913)
Br (0.1927, 5.0065, -2.7493)
H (5.2970, -2.3688, 0.1217)
C (3.2464, 2.2297, -2.8296)
H (4.9560, 0.7397, 1.9942)
C (-0.1893, 3.3509, 6.8320)
C (0.2820, -0.6367, 2.6368)
H (-3.0649, -2.2009, 1.5297)
H (3.6002, -4.9051, -3.6222)
C (-4.0156, -2.9525, -3.5856)
C (-5.4382, 1.7771, 1.7857)
C (-2.7157, 3.9887, 5.8981)
C (-2.1254, -1.7704, 1.8534)
F (-4.9252, -2.4851, -2.7188)
C (-3.5057, 1.4381, 3.7518)
N (4.0159, 4.1677, -4.0154)
As (-2.0838, 3.9404, 3.0755)
H (1.1870, -5.3580, 0.6788)
N (0.0642, -3.7578, -1.2109)
H (0.3972, 3.2672, 4.7793)
F (-1.3853, -4.4883, -6.3055)
O (2.5701, -2.7152, -3.8867)
P (0.2678, 1.0885, 0.2809)
C (1.9931, -4.3615, -2.3750)
C (-1.5171, -2.1918, 3.0267)
H (-4.4375, 3.6198, 1.3382)
C (-3.5913, -4.3248, -5.5045)
H (-1.0399, 3.4853, 8.7970)
N (2.1570, -2.1096, -0.0382)
C (-0.4226, 3.4436, 5.4638)
H (-4.5082, -0.3980, 4.2052)
C (3.0599, -5.3278, -2.7768)
H (-1.8538, 0.3512, -4.7905)
H (4.8829, -1.2811, -1.2481)
H (0.1638, -1.9314, 4.3357)
H (-1.8535, 2.0501, 0.7801)
C (-1.8283, -3.1386, -4.4166)
C (2.1986, 3.0182, 0.5869)
H (-3.7091, 4.2375, 5.5405)
H (2.6452, -6.2949, -3.0717)
H (2.7009, 5.7550, -4.1538)
C (1.1526, -5.7521, -0.3386)
H (5.1709, 2.4814, -3.7183)
H (3.6618, 4.5783, 0.6165)
H (-3.2978, 4.0624, 7.9579)
C (-0.3171, -1.6159, 3.4180)
C (-1.5249, -0.7917, 1.0767)
C (-2.2548, -3.9886, -5.4202)
H (0.8021, 3.1025, 7.1898)
C (-2.4870, 3.8890, 7.2614)
C (3.5588, 0.8721, -2.2535)
C (-1.2201, 3.5672, 7.7328)
C (1.8335, 4.1112, -3.0773)
H (2.0501, -6.3341, -0.5344)
O (1.2486, 0.9021, -4.7604)
C (-0.9347, 0.2878, -5.3786)
H (-6.1805, 1.9057, 1.0083)
C (4.1792, 1.3899, 1.6112)
H (-1.9728, -2.9663, 3.6309)
C (-3.4777, 2.5767, 2.9510)
H (-0.5308, 1.9464, 3.0220)
C (2.9195, 0.8678, 1.3505)
O (4.7380, 0.5563, -2.1243)
C (-4.5005, 0.4866, 3.5810)
C (4.2063, 2.9373, -3.5374)
H (4.8005, -3.0512, -1.4530)
H (-6.2339, -0.0977, 2.4574)
H (3.7682, -5.5097, -1.9627)
H (1.2318, 2.2889, -2.1049)
C (-0.3067, -0.2189, 1.4466)
C (1.9050, 1.6769, 0.8464)
F (-5.7723, -4.1224, -4.6473)
C (4.6570, -2.2320, -0.7489)
F (-4.0274, -5.1489, -6.4682)
H (1.4424, 3.6689, 0.1613)
C (2.0196, 2.8285, -2.6141)
O (2.5517, 0.1767, -1.8618)
C (4.4541, 2.7252, 1.3602)
O (-0.8135, -3.9810, -0.1624)
H (-0.8477, 1.1384, -6.0624)

Cartesian forces (eV/Å) of the 2 atoms listed first:
-0.60 0.80 0.74
0.00 0.01 0.03

# 2
This record from OMol25 describes C46H40AsF3FeN4 as an isolated structure. The level of theory is ωB97M-V/def2-TZVPD.

The total charge is +1. The calculation puts the HOMO-LUMO gap (spin up / spin down) at 0.2607 / 0.2849 Eh. As for the multiplicity: 2. The LUMO energy (spin up / spin down) comes out at -3.397 / -2.721 eV. Its HOMO energy (spin up / spin down) is -10.5 / -10.5 eV. The calculation puts the energy at -5794.7675 a.u. The calculation puts the energy above the lowest of the compared OMol25 structures with the same formula, charge and spin at 5.6 kcal per mole. Its expectation value of S² is 0.842.

Cartesian coordinates (Å):
H (5.2574, -1.3982, 2.8138)
C (-5.4791, -0.6620, 3.0324)
H (3.1767, -0.4749, 1.8801)
H (-3.1161, -3.8381, 2.7329)
N (-2.2875, -4.0235, -0.9182)
H (-3.6161, -2.4463, -2.6193)
C (-3.5805, 0.1033, 1.1713)
C (-0.0662, 0.9031, 4.4283)
H (-3.4509, -6.0790, 1.4989)
H (3.5642, 4.4218, -2.7041)
H (-0.6901, -1.5882, -2.5832)
C (-4.8364, -0.2893, 0.7459)
H (-1.5351, -5.7978, -0.0641)
C (1.6767, -1.2709, -5.3372)
C (0.8688, 0.2038, 3.6838)
H (3.7504, 4.0416, -0.2729)
H (-0.5015, 4.8443, -1.4725)
H (3.8333, -2.6855, -1.7459)
H (-1.6433, -4.7339, 2.3585)
C (0.4745, -0.4440, 2.5089)
C (1.9597, -0.0534, -4.7384)
C (-1.8209, 0.2624, 2.8981)
C (-0.3090, 1.6396, -0.0404)
C (-1.4040, 0.9156, 4.0530)
H (-3.9387, -0.3424, 4.4938)
H (1.6285, -1.3361, -6.4162)
H (5.8927, -3.6261, -0.7843)
C (-2.4897, -4.2008, 1.9174)
C (2.4236, 1.2416, -2.5810)
C (1.5168, -2.3254, -3.1833)
F (1.0502, 8.7244, 2.1865)
N (-1.6455, -1.7663, -0.7085)
H (0.2389, 1.4210, 5.3279)
C (3.3710, -1.5182, 0.0025)
N (-2.0181, -3.0484, 1.1610)
C (0.3859, 6.4601, -0.3745)
H (-6.7734, -0.9775, 1.3488)
C (-1.6970, -1.5724, -2.1610)
C (1.0413, 6.8267, 0.7896)
C (0.9275, 4.5680, 1.5872)
C (3.2683, 3.4693, -2.2853)
C (3.3654, 3.2586, -0.9134)
F (1.0657, 9.0732, 0.0507)
C (4.1303, -2.4109, -0.7424)
H (1.1971, -1.0159, 1.9416)
C (-2.1505, -3.9782, -2.3660)
H (-2.4363, -2.5305, -3.9343)
C (5.2966, -2.9366, -0.2010)
C (1.7863, -1.1021, -2.5854)
C (2.4741, 1.0610, -1.2003)
C (-3.2358, 0.0629, 2.5162)
C (4.9398, -1.6865, 1.8204)
C (2.8055, 2.4657, -3.1212)
C (0.0018, 5.1418, -0.5626)
H (1.3488, -3.2102, -2.5786)
C (-0.0670, 2.8056, 0.2073)
H (-5.0842, -0.2578, -0.3093)
H (1.9015, 0.1570, 4.0077)
C (1.4938, 8.2435, 1.0118)
C (-4.2023, -0.3024, 3.4444)
C (1.3080, 5.8830, 1.7743)
H (2.7626, 2.6338, -4.1898)
C (-5.7878, -0.6792, 1.6798)
H (3.0045, 1.9030, 0.7079)
N (-2.6009, 0.6216, 0.2522)
C (2.9533, 2.0536, -0.3639)
H (-2.0950, -0.5707, -2.3600)
C (-2.4964, -5.3136, -0.2740)
H (2.1361, 0.8183, -5.3549)
C (1.4731, -2.4122, -4.5678)
C (2.0316, 0.0408, -3.3513)
C (-0.8529, -0.3612, 2.1184)
C (-1.9794, -2.9279, -0.1813)
H (-2.4009, 1.5926, 0.4865)
F (2.8376, 8.3283, 1.0433)
H (6.6140, -2.9841, 1.4885)
H (-2.9597, 0.6131, -0.6971)
C (0.2772, 4.1846, 0.4110)
As (1.7811, -0.6765, -0.7051)
H (0.1763, 7.2011, -1.1327)
H (-1.1181, -4.1966, -2.6657)
H (1.2782, -3.3624, -5.0474)
C (5.7027, -2.5743, 1.0742)
H (-1.7772, -2.2084, 1.6724)
C (-2.5612, -2.6072, -2.8543)
H (1.8145, 6.1804, 2.6834)
H (-6.2233, -0.9433, 3.7644)
C (3.7695, -1.1654, 1.2897)
Fe (-0.7536, -0.2251, 0.1611)
C (-3.2784, -5.1219, 1.0088)
H (-4.2480, -4.6767, 0.7751)
H (-2.7884, -4.7559, -2.7848)
H (-2.1332, 1.4482, 4.6527)
H (-3.0372, -5.9490, -0.9744)
H (1.1337, 3.8232, 2.3451)

Cartesian forces (eV/Å) of the 2 atoms listed first:
0.00 -0.01 0.01
0.06 0.01 -0.06